Entry 1:
Formula: CHAgCl3CsF
Source: the Open Molecules 2025 dataset
Level of theory: ωB97M-V with the def2-TZVPD basis set

Structure (ORCA input):
```
! RIJCOSX wB97M-V def2-TZVPD def2/J DEFGRID3
* xyz 2 2
Ag 0.6876 4.1754 0.0945
Cl 1.0042 -2.3759 -0.4998
Cl -1.7321 -1.3854 -0.1711
F -0.0679 2.0861 -0.0147
Cs -0.2333 1.0458 -2.7634
H 0.3455 -0.3032 0.5050
Cl 0.0444 -1.9244 2.2975
C -0.0484 -1.3184 0.5521
*
```

- orbital gap (alpha / beta) (eV) = 9.792 / 3.704
- energy above the lowest of the compared OMol25 structures with the same formula, charge and spin (kcal/mol) = 20.1
- F_max (eV/Å) = 2.29
- HOMO level (alpha / beta) (eV) = -17.7 / -17.7

Entry 2:
Formula: C3H6N2O3
Source: the Open Molecules 2025 dataset
Level of theory: ωB97M-V with the def2-TZVPD basis set

Structure (ORCA input):
```
! RIJCOSX wB97M-V def2-TZVPD def2/J DEFGRID3
* xyz 0 1
N -0.0739 1.0566 -1.1900
H -1.7301 -1.4792 2.1346
C -0.9530 -1.3784 1.2559
O -1.1504 -0.2037 0.3478
H 1.4914 -0.9865 0.5659
C 1.3506 0.0250 0.5433
C 0.0373 0.2929 -0.1220
N -1.3025 1.3559 -1.6428
H 2.0238 1.1851 -0.9024
O -0.2346 -2.2876 0.8676
O 2.2888 0.8151 -0.0590
H 1.2290 0.2765 1.6718
H -1.8835 1.6666 -0.8676
H -1.3345 2.2230 -2.0871
*
```

- orbital gap (eV) = 8.928
- energy above the lowest of the compared OMol25 structures with the same formula, charge and spin (kcal/mol) = 95.7
- F_max (eV/Å) = 4.59
- HOMO level (eV) = -8.8

Entry 3:
Formula: C56H154O35
Source: the Open Molecules 2025 dataset
Level of theory: ωB97M-V with the def2-TZVPD basis set

Structure (ORCA input):
```
! RIJCOSX wB97M-V def2-TZVPD def2/J DEFGRID3
* xyz 0 1
O 24.9728 16.6324 22.6415
O 28.9437 11.6671 23.6105
H 21.0663 7.7327 22.6060
C 20.6305 8.2409 21.6898
H 16.4461 17.4043 19.4993
H 22.3101 16.1132 24.2684
H 24.6176 7.8191 24.3156
C 27.5573 8.9205 20.8048
H 22.2515 12.7226 14.7721
H 26.9769 9.6989 18.2825
H 14.7599 16.9618 19.8305
H 23.2898 20.4779 26.4420
C 26.7673 9.2311 24.3840
O 27.3675 9.3792 23.1124
H 27.5997 17.5706 16.7294
H 27.5812 9.4256 25.0807
H 25.3364 15.3858 15.3096
O 21.0193 13.4445 11.1617
H 23.5294 9.8380 25.1295
O 24.2472 18.6764 26.0242
O 22.2369 18.0289 20.0817
C 14.5578 10.7560 12.2305
H 26.0709 14.1982 20.5804
H 19.0968 17.8905 15.0313
H 23.3084 9.1403 20.2609
H 24.1084 18.9549 28.1272
C 20.5034 11.1083 11.5255
C 21.8698 14.4754 10.7554
C 24.2220 18.1577 27.3720
C 22.1699 17.8049 21.5005
H 20.4591 13.2271 20.8863
H 17.8352 9.9928 24.2495
H 22.9488 8.4389 25.9322
H 21.5277 17.5644 15.0985
H 25.7418 13.1140 28.2153
H 18.1389 11.8921 25.3005
H 28.7115 10.7740 23.2207
O 21.0962 17.9479 15.9098
H 21.9755 10.4167 16.8884
H 20.2663 18.7282 19.9788
C 24.1184 18.8801 17.4940
H 27.6510 16.6635 18.3431
H 21.2437 11.9883 9.7688
O 15.8537 10.2579 11.8958
O 22.0415 17.1770 13.1610
O 28.0799 11.8125 17.7727
O 25.2773 15.0608 14.3852
H 18.8579 12.3643 21.0046
H 22.1396 12.0846 20.5126
H 25.3781 14.6430 22.9986
H 18.3660 10.9150 13.0179
H 23.2578 18.3403 17.1685
C 21.0675 12.5978 24.0710
H 21.7249 15.9294 17.7192
H 21.6276 12.4177 25.0255
H 23.4736 19.5035 21.5831
H 23.9825 12.7290 28.3270
C 21.6473 13.5569 14.5279
C 22.4529 15.1879 17.7542
C 17.3024 15.3295 20.5364
H 26.0999 15.9827 20.3473
H 28.9679 14.4819 20.5002
H 23.7253 12.5425 22.9444
H 26.7262 17.7407 22.7111
H 31.4670 14.5312 23.4277
H 20.8040 10.1509 11.0365
H 13.9427 10.8980 11.3318
H 23.5368 12.7087 18.5394
H 24.2569 20.2470 23.9779
H 25.6685 16.4107 17.5460
H 21.7199 16.9301 25.6453
C 18.6336 10.5855 23.7755
C 22.7081 14.6673 16.3689
O 22.1403 14.1835 18.6782
H 25.5564 10.2700 19.3120
H 22.5946 20.7930 24.2365
H 22.6239 13.5863 21.3660
H 16.6857 15.6945 22.6471
H 24.9239 8.2609 13.5162
H 21.8865 20.0048 22.1501
C 26.6542 10.4348 19.0297
H 20.7506 17.4352 11.4192
O 27.4854 15.2358 21.8036
H 28.1852 16.0413 20.0433
H 22.0464 12.1367 17.5746
H 14.6170 11.7072 12.7818
H 20.1782 16.5428 19.5971
H 26.8722 12.3977 19.4356
C 18.9427 12.2918 16.5546
H 24.6568 14.3663 27.9844
C 15.6177 17.5238 20.2329
H 24.2304 13.5902 26.0247
C 19.0781 11.5576 24.8597
H 25.5795 9.8157 14.0696
H 24.0736 17.9853 19.2287
H 17.2870 14.8226 14.0337
H 17.3810 13.1108 13.7784
O 13.7821 18.7929 20.9467
H 23.4844 10.9835 22.3144
H 16.5999 12.2267 11.8648
C 22.5424 11.1607 17.4737
H 29.1595 17.2749 21.6878
H 14.1452 9.9777 12.8673
H 16.8444 11.3510 10.3895
H 21.3877 13.4494 23.5944
C 19.3868 15.7985 19.5280
H 13.2628 20.8099 20.5347
C 27.4978 16.6023 17.2457
H 22.0283 9.0856 24.4851
H 26.4694 8.2237 24.5356
H 25.2537 11.5368 22.5845
H 21.1268 17.5522 21.7500
C 21.2089 17.9614 12.2625
O 16.0430 17.1620 21.4978
H 18.3260 11.6823 17.1957
H 18.8166 14.0330 14.3382
H 18.8951 15.7559 18.5707
O 24.8751 13.0028 26.4178
C 25.0691 8.9167 14.3366
C 23.0439 8.8978 24.9399
H 25.8338 8.4891 14.9839
H 21.2790 11.7233 23.4697
H 19.0077 9.5707 21.3807
O 24.2341 12.3477 20.9925
H 24.2487 14.9743 21.8169
O 23.7181 8.0500 24.0110
H 22.1869 14.0520 13.7153
O 23.7266 11.4331 16.7532
C 25.1982 15.3399 22.1577
H 15.7674 19.4874 20.9196
C 19.3908 8.9527 22.2166
H 20.6728 11.0721 12.6179
H 27.7058 13.3518 16.4870
H 12.1611 19.8117 21.4262
C 23.1947 19.6019 25.7315
C 26.2627 15.8158 13.7295
H 27.0295 12.4819 24.0820
C 13.2272 20.0118 21.3076
H 19.7461 14.8152 19.8053
H 18.3530 12.4714 15.6619
H 17.6956 14.3081 20.7920
H 19.6214 16.4969 15.9042
C 21.2778 18.8769 19.5046
H 19.5946 10.9215 25.6028
C 21.3877 12.1025 10.8170
H 22.8242 16.9862 21.8404
H 23.5205 17.3327 27.6028
C 22.1183 15.9442 25.2943
H 26.2728 15.4336 12.6622
H 30.4414 13.8253 22.2142
H 23.5657 8.5950 15.6043
O 27.4736 10.3010 20.2509
C 24.2000 11.7888 22.3103
H 26.4013 16.4413 24.0257
H 22.8527 16.9261 12.7697
H 24.0188 16.2637 25.7241
O 19.6970 12.7237 24.4112
H 24.1110 14.2115 19.3365
H 31.6557 14.8362 21.6826
C 28.3857 13.0808 17.3195
H 23.7569 19.8394 17.7932
H 22.4359 7.6891 19.8395
H 20.4263 18.2641 12.9669
H 20.6537 13.2522 14.2472
O 19.9568 11.9061 19.3470
C 23.2863 19.9373 24.3095
C 16.8064 11.2304 11.4716
H 21.4765 19.9051 19.6314
H 23.1721 7.9796 21.5280
H 27.2593 8.2455 20.0125
C 29.6495 16.3062 21.4841
H 18.1213 9.6662 11.7001
C 19.7575 17.5936 15.8613
O 23.3288 15.6225 25.9261
O 19.1942 11.3835 11.1952
H 25.5618 18.0919 23.9150
C 26.0048 17.2863 23.3861
H 28.2264 15.9307 16.8550
C 23.2722 13.4960 19.2417
H 16.7735 15.2694 19.5963
H 27.5179 12.5272 22.3674
O 18.4263 16.2494 20.5037
H 26.7669 7.5718 22.3385
H 22.4265 11.9745 11.0980
H 23.3303 15.7244 18.0703
C 18.1611 10.7416 11.9329
C 19.8846 12.3084 20.6827
H 27.2092 15.6008 14.2145
H 24.0627 10.6812 16.2142
O 23.8797 9.2900 14.9793
H 26.0257 16.8666 13.6775
H 23.1902 15.3498 15.7024
C 22.6370 8.4110 20.6497
H 18.6387 8.2276 22.5279
O 22.8545 18.8569 23.5241
H 25.9024 9.8877 24.5747
H 19.3119 17.9558 16.7806
H 25.6582 8.9655 22.0158
H 21.3924 15.4125 11.1975
O 19.7093 9.7609 23.3344
C 26.2191 15.1722 21.0853
O 21.5303 9.1197 21.1175
O 19.2593 13.5261 17.1638
O 26.2782 16.0179 16.8983
C 26.7142 8.6907 22.1112
C 27.8437 12.5624 23.4012
C 30.9860 14.7064 22.4754
H 25.9522 12.0121 17.8919
H 21.3480 15.1578 25.4929
C 22.9936 12.8334 20.5691
H 30.4282 16.5104 20.7337
H 28.2599 13.7159 18.1943
O 18.3633 14.4723 12.3392
H 19.7798 11.6691 16.2378
H 21.2137 18.6062 18.4175
H 14.9919 19.3692 19.3336
H 24.8424 19.0070 16.6953
H 22.7739 10.6886 18.4168
H 23.3682 13.7999 16.3410
H 28.2372 13.5750 23.4825
H 13.7136 20.3621 22.2391
C 26.8513 11.7841 18.5240
O 24.7616 18.1698 18.5655
H 18.9844 13.7622 11.9821
C 16.3120 15.8037 21.6334
H 18.1512 11.1404 22.9594
H 15.3970 15.2161 21.4645
C 22.5939 19.1583 22.1469
C 15.0750 18.9114 20.2866
H 29.4299 12.9832 17.0304
H 21.8094 18.7911 11.9228
C 28.5608 15.4279 20.8748
H 19.8787 12.6957 18.8056
H 28.6335 8.7942 21.0035
O 21.4704 14.3045 15.7221
H 20.1335 13.8295 16.8187
O 30.1523 15.8417 22.6969
H 20.3639 11.5762 21.3091
H 25.2119 17.7126 27.5371
H 22.8545 14.3874 11.2085
C 24.7509 13.3408 27.8048
C 17.9655 14.0765 13.6318
H 20.2194 7.5071 21.0572
H 21.9953 14.5494 9.6575
H 22.1953 19.1904 26.0095
*
```

- orbital gap (eV) = 9.438
- F_max (eV/Å) = 3.57
- HOMO level (eV) = -9.2